{"formula": "C7H5NO", "method": "ωB97M-V/def2-TZVPD", "orbital_gap_ev": 9.4, "de_lowest_kj_mol": 94.3, "smiles": "O=C1Cc2cccnc21", "total_energy_ha": -399.686464, "homo_ev": -9.73, "spin_multiplicity": 1, "symbols": ["C", "C", "C", "C", "C", "C", "C", "H", "H", "H", "H", "H", "N", "O"], "positions_angstrom": [[2.03825, -0.52195, -0.00070], [1.66759, 1.01377, -0.00323], [0.22799, 0.57292, -0.00480], [-1.03577, 0.98417, -0.02162], [-1.99945, -0.03586, 0.01046], [-1.61875, -1.39083, 0.00875], [0.54078, -0.81618, -0.01506], [1.99863, 1.59144, -0.87200], [2.20928, 1.43923, 0.87033], [-1.27124, 2.05779, 0.05892], [-3.06824, 0.22288, 0.00023], [-2.39711, -2.15324, -0.01230], [-0.33907, -1.80964, -0.01599], [3.04711, -1.15451, -0.00299]], "forces_ev_per_angstrom": [[-0.5, -0.2, -0.7], [1.7, 0.1, 0.3], [2.7, -2.0, 0.3], [-2.1, 1.3, 0.6], [-0.4, -0.1, -0.2], [0.0, 0.7, -0.3], [-1.1, 0.6, 0.1], [0.0, -0.3, 0.0], [-1.0, 0.2, -0.2], [-0.2, -0.7, -0.3], [0.6, -0.2, 0.1], [0.3, 0.1, 0.1], [0.3, 0.3, 0.1], [-0.2, 0.3, 0.1]], "nbo_charge": [0.593, -0.523, -0.036, -0.185, -0.216, 0.018, 0.070, 0.234, 0.237, 0.225, 0.225, 0.202, -0.363, -0.480]}

---

{"formula": "C16H40BrO13S5", "method": "ωB97M-V/def2-TZVPD", "orbital_gap_ev": 7.6, "total_energy_ha": -6176.366245, "charge": 1, "homo_ev": -12.48, "spin_multiplicity": 1, "symbols": ["C", "C", "S", "Br", "C", "C", "O", "H", "H", "H", "H", "H", "H", "H", "H", "O", "S", "O", "O", "C", "C", "C", "H", "H", "H", "H", "H", "H", "H", "H", "O", "S", "O", "O", "C", "C", "C", "H", "H", "H", "H", "H", "H", "H", "H", "O", "S", "O", "O", "C", "C", "C", "H", "H", "H", "H", "H", "H", "H", "H", "O", "S", "O", "O", "C", "C", "C", "H", "H", "H", "H", "H", "H", "H", "H"], "positions_angstrom": [[3.21703, -2.56808, 0.82895], [2.52861, -1.96919, -0.13097], [1.12756, -0.94644, 0.20515], [1.91714, 0.70437, 1.34199], [0.14850, -1.92071, 1.36576], [-0.62896, -2.94000, 0.52904], [-1.47344, -3.57277, 1.45675], [3.00489, -2.44665, 1.88425], [4.05892, -3.19587, 0.56464], [2.81904, -2.02404, -1.17388], [0.80969, -2.41629, 2.07256], [-0.53059, -1.23388, 1.88132], [-1.18549, -2.43453, -0.26833], [0.06605, -3.64600, 0.05854], [-1.99190, -4.25514, 1.01976], [-3.66338, 0.43338, 5.13315], [-3.59765, 0.06933, 3.75280], [-2.29704, -0.17414, 3.18680], [-4.36791, 1.13158, 2.88115], [-4.02056, 2.53980, 3.06491], [-2.68808, 2.87870, 2.43988], [-4.63877, -1.30703, 3.42725], [-4.05130, 2.77773, 4.12668], [-4.82999, 3.07788, 2.58176], [-1.87906, 2.36109, 2.95326], [-2.51897, 3.95357, 2.49981], [-2.67404, 2.57792, 1.39126], [-5.61862, -1.10678, 3.85126], [-4.17666, -2.16417, 3.91253], [-4.69458, -1.45834, 2.35280], [4.92017, -1.06183, -2.06728], [5.10124, 0.22826, -2.68533], [3.93150, 1.03151, -2.87910], [5.89288, 0.04485, -4.02862], [5.40338, -0.92588, -5.00290], [4.18485, -0.44000, -5.75073], [6.31800, 1.14685, -1.81542], [5.22730, -1.86790, -4.48280], [6.25375, -1.05753, -5.66677], [3.32025, -0.33895, -5.09682], [3.94724, -1.15997, -6.53441], [4.37722, 0.52714, -6.21343], [7.19670, 0.52376, -1.67585], [5.87737, 1.41742, -0.85826], [6.55137, 2.03917, -2.39025], [2.23021, -8.03730, -2.15214], [2.05793, -7.29988, -3.36679], [3.08905, -7.32261, -4.35484], [1.73246, -5.78148, -2.97597], [2.65655, -5.15330, -2.06025], [3.96525, -4.75437, -2.71006], [0.51777, -7.68770, -4.11327], [2.80939, -5.81483, -1.20554], [2.11513, -4.27028, -1.72109], [4.53699, -5.62510, -3.02368], [4.56770, -4.18255, -2.00089], [3.78131, -4.13384, -3.58761], [-0.26271, -7.64503, -3.35938], [0.62020, -8.69803, -4.50437], [0.33614, -6.98542, -4.92220], [-4.89479, 5.55729, 3.60769], [-5.00099, 6.46377, 2.49917], [-3.92312, 6.50718, 1.55716], [-5.32649, 7.90686, 3.04494], [-4.46243, 8.45678, 4.08164], [-3.12877, 8.92178, 3.54557], [-6.51476, 6.19854, 1.64686], [-4.35570, 7.70915, 4.86778], [-5.04478, 9.28623, 4.47520], [-2.52726, 8.09009, 3.18334], [-2.58498, 9.42156, 4.34785], [-3.26767, 9.62633, 2.72618], [-7.32474, 6.17198, 2.36998], [-6.41906, 5.24238, 1.13637], [-6.65153, 6.99962, 0.92555]], "forces_ev_per_angstrom": [[0.0, 0.0, -0.1], [0.4, -0.2, 0.2], [-0.1, 0.0, -0.3], [0.0, 0.0, 0.2], [0.0, 0.0, 0.0], [0.0, 0.0, 0.0], [0.0, 0.0, 0.0], [0.0, 0.0, 0.0], [0.0, 0.0, 0.0], [-0.2, 0.2, 0.0], [0.0, 0.1, 0.1], [0.0, 0.0, 0.0], [-0.1, 0.0, 0.1], [0.0, 0.0, 0.0], [0.0, 0.0, 0.0], [0.0, 0.0, 0.0], [0.0, 0.1, 0.1], [0.1, -0.2, -0.2], [0.1, 0.0, -0.1], [0.0, 0.3, 0.0], [0.1, -0.1, 0.0], [0.0, 0.0, 0.0], [0.0, -0.1, 0.0], [-0.1, -0.1, 0.0], [0.0, 0.1, 0.0], [-0.1, 0.0, 0.0], [0.0, 0.1, 0.0], [0.0, 0.0, 0.0], [0.0, 0.0, 0.0], [0.0, 0.0, 0.0], [-0.1, -0.1, 0.1], [0.0, -0.1, 0.0], [0.0, 0.0, 0.0], [-0.1, 0.1, 0.0], [0.0, -0.2, -0.1], [0.0, 0.1, 0.0], [0.0, 0.0, 0.0], [0.0, 0.0, 0.0], [0.0, 0.0, 0.0], [0.0, 0.0, 0.0], [0.0, 0.0, 0.0], [0.0, 0.0, 0.0], [0.0, 0.0, 0.0], [0.0, 0.0, 0.0], [0.0, 0.0, 0.0], [0.0, 0.0, 0.0], [0.0, 0.0, 0.1], [0.0, 0.0, 0.0], [0.0, 0.0, -0.1], [0.0, 0.1, 0.1], [0.0, 0.0, -0.1], [0.0, 0.0, 0.0], [0.0, 0.0, 0.0], [-0.1, 0.0, 0.0], [0.0, 0.0, 0.0], [0.0, 0.0, 0.0], [0.0, 0.0, 0.0], [0.0, 0.0, 0.0], [0.0, 0.0, 0.0], [0.0, 0.0, 0.0], [0.0, -0.1, 0.0], [-0.1, 0.0, 0.0], [0.0, 0.0, 0.0], [0.1, 0.0, -0.1], [0.0, 0.0, 0.2], [0.0, 0.0, -0.1], [0.0, 0.0, 0.0], [0.0, 0.0, 0.0], [0.0, 0.0, 0.0], [0.0, 0.0, 0.0], [0.0, 0.0, 0.0], [0.0, 0.0, 0.0], [0.0, 0.0, 0.0], [0.0, 0.0, 0.0], [0.0, 0.0, 0.0]], "mulliken_charge": [-0.623, 0.021, 0.267, 0.021, -0.290, -0.496, -0.498, 0.317, 0.264, 0.458, 0.350, 0.263, 0.367, 0.292, 0.329, -0.640, 1.139, -0.578, -0.304, -0.181, -0.966, -0.974, 0.354, 0.083, 0.328, 0.372, 0.260, 0.348, 0.372, 0.306, -0.593, 1.274, -0.652, -0.302, -0.138, -1.000, -1.012, 0.155, 0.275, 0.277, 0.397, 0.298, 0.326, 0.358, 0.365, -0.640, 1.206, -0.603, -0.307, 0.086, -1.114, -0.938, 0.391, -0.179, 0.463, 0.354, 0.248, 0.317, 0.385, 0.319, -0.625, 1.301, -0.625, -0.308, -0.343, -0.959, -1.028, 0.331, 0.291, 0.285, 0.383, 0.267, 0.323, 0.368, 0.364]}

---

{"formula": "C22H16ClCoF3NO8", "method": "ωB97M-V/def2-TZVPD", "orbital_gap_ev": [5.2, 5.3], "de_lowest_kj_mol": 338.4, "total_energy_ha": -3646.902384, "charge": -1, "homo_ev": [-3.49, -3.53], "spin_multiplicity": 2, "symbols": ["Co", "O", "C", "O", "C", "C", "C", "C", "C", "N", "C", "O", "O", "H", "H", "H", "H", "H", "O", "Cl", "O", "O", "O", "F", "C", "F", "F", "C", "C", "C", "C", "C", "C", "C", "C", "C", "C", "C", "C", "C", "C", "H", "H", "H", "H", "H", "H", "H", "H", "H", "H", "H"], "positions_angstrom": [[0.22716, -1.38014, -0.74641], [-2.92178, -4.03915, 0.71907], [-1.99781, -3.09135, 0.50641], [-1.22500, -3.15338, -0.41498], [-1.94679, -1.99167, 1.45883], [-2.56652, -1.74012, 2.61088], [-1.98385, -0.53750, 3.31898], [-0.49721, -0.79447, 3.41805], [0.04901, -1.07118, 2.23169], [-0.90208, -1.04748, 1.13899], [1.41099, -1.44545, 1.86344], [2.30629, -1.65750, 2.83956], [1.75691, -1.54309, 0.71500], [-2.77387, -4.70033, 0.02661], [-3.34625, -2.36062, 3.03186], [-2.44712, -0.34085, 4.28231], [0.02254, -0.76328, 4.36704], [1.85729, -1.67133, 3.69171], [3.33605, -3.85362, -1.51567], [1.90835, -3.93405, -1.51278], [1.46446, -4.96156, -2.40285], [1.37846, -2.64852, -2.00287], [1.42517, -4.19149, -0.18884], [-2.21446, -1.60004, -2.20454], [-1.02159, -0.89505, -2.14716], [-0.46476, -1.06107, -3.38633], [-1.46907, 0.42600, -2.16071], [1.83668, 4.13450, -3.99028], [2.70685, 3.05500, -4.06830], [2.58366, 1.99717, -3.18391], [1.58692, 1.99155, -2.20052], [0.70379, 3.07512, -2.14596], [0.83320, 4.13271, -3.02857], [1.49731, 0.85658, -1.28602], [0.52197, 0.58618, -0.39288], [-0.25863, 1.18024, 0.58560], [0.11367, 2.29516, 1.32447], [-0.55704, 2.64387, 2.52940], [-1.60105, 1.94659, 3.03263], [-2.14092, 0.71739, 2.37004], [-1.45327, 0.34230, 1.03604], [1.93558, 4.96539, -4.67825], [3.47947, 3.03684, -4.82807], [3.25276, 1.14743, -3.25393], [-0.08955, 3.06874, -1.40868], [0.14337, 4.96730, -2.97657], [2.27562, 0.10515, -1.43051], [0.96340, 2.87862, 0.99403], [-0.20757, 3.52067, 3.06504], [-2.08208, 2.24896, 3.95812], [-3.21592, 0.83896, 2.20549], [-2.19273, 0.31589, 0.23428]], "forces_ev_per_angstrom": [[-0.1, 0.6, 0.4], [-0.2, 0.1, 0.3], [0.1, -0.5, -0.8], [0.0, -0.5, 0.2], [0.0, 0.9, 0.6], [0.0, -0.3, -0.3], [-0.1, -0.1, 0.0], [0.3, 0.0, -0.2], [-0.9, 0.1, 0.5], [0.1, -0.8, 0.0], [0.7, 0.1, -0.1], [-0.1, 0.0, 0.1], [-0.1, -0.4, -0.1], [0.0, 0.0, 0.0], [-0.1, 0.1, 0.0], [0.0, 0.0, 0.0], [0.0, 0.1, 0.0], [0.0, 0.1, 0.1], [0.3, 0.1, 0.0], [0.3, -0.2, -0.4], [-0.1, -0.2, -0.2], [-0.2, 0.1, 0.2], [-0.2, 0.1, 0.5], [0.1, 0.1, -0.1], [0.0, 0.2, -0.1], [-0.2, 0.1, 0.1], [0.0, -0.3, 0.0], [0.1, 0.0, 0.0], [0.0, 0.1, -0.1], [-0.1, 0.0, 0.1], [0.2, 0.3, 0.0], [0.0, 0.0, 0.0], [0.0, 0.1, 0.0], [-0.3, 0.2, 0.1], [0.9, -0.3, -0.4], [-0.1, 0.6, 0.1], [-0.1, -0.3, -0.3], [-0.3, -0.2, 0.2], [0.2, 0.2, 0.3], [0.1, -0.1, 0.1], [-0.1, 0.3, -0.1], [0.0, 0.0, 0.0], [0.0, 0.0, 0.0], [0.0, 0.0, 0.0], [0.0, 0.0, 0.0], [0.0, 0.0, 0.0], [-0.1, -0.1, -0.2], [0.0, 0.0, 0.0], [0.0, 0.0, 0.0], [0.0, 0.1, 0.0], [0.0, -0.1, -0.1], [0.1, -0.1, 0.0]], "nbo_charge": [0.978, -0.675, 0.755, -0.543, 0.023, -0.103, -0.307, -0.102, 0.015, -0.505, 0.780, -0.638, -0.533, 0.507, 0.229, 0.231, 0.214, 0.480, -0.851, 2.566, -0.851, -0.910, -0.867, -0.396, 0.692, -0.368, -0.399, -0.237, -0.222, -0.210, 0.029, -0.211, -0.219, -0.252, -0.250, 0.038, -0.396, -0.127, -0.333, -0.225, -0.090, 0.198, 0.201, 0.211, 0.219, 0.200, 0.207, 0.211, 0.192, 0.190, 0.215, 0.243]}